No. 1
{
  "formula": "C5H12O2",
  "method": "ωB97M-V/def2-TZVPD",
  "species": ["O", "O", "C", "C", "C", "C", "C", "H", "H", "H", "H", "H", "H", "H", "H", "H", "H", "H", "H"],
  "coordinates": [[1.4885, -1.6781, -0.5866], [-0.1485, 1.3913, 7.1224], [0.0427, -1.0241, -2.3780], [-0.7917, 1.3234, 0.1773], [-1.0551, -0.5571, -1.4270], [-0.9498, 0.8985, -1.0832], [1.4329, -0.9201, -1.7877], [-0.9576, 1.8759, 7.2853], [-0.1194, -2.0701, -2.6325], [-1.0445, -1.2263, -0.5645], [-2.0461, -0.6479, -1.8890], [2.2083, -1.1831, -2.5165], [-0.6488, 2.3525, 0.4631], [-0.8156, 1.5622, -1.9315], [-0.0123, -0.3507, -3.2382], [-0.7493, 0.4910, 0.8677], [0.0505, 1.5320, 6.1849], [1.7063, 0.1384, -1.6121], [2.4096, -1.9078, -0.4538]],
  "forces_ev_per_angstrom": [[0.20, -0.01, -0.34], [0.30, -0.09, -0.36], [0.03, 0.42, 0.06], [-0.12, -0.93, -1.26], [-0.47, -0.01, -0.01], [1.11, 0.14, 0.97], [0.30, 1.12, -0.16], [-0.20, 0.13, 0.00], [-0.17, 0.05, -0.38], [-0.11, 0.38, 0.26], [0.17, -0.45, -0.22], [-0.22, -0.72, -0.01], [-0.02, 0.03, 0.12], [-0.41, 0.22, -0.03], [0.18, -0.45, -0.37], [-0.09, 0.47, 0.70], [-0.11, -0.04, 0.35], [-0.46, -0.15, 0.40], [0.06, -0.10, 0.26]],
  "de_lowest_kj_mol": 168.2,
  "smiles": "C=CCCCO.O",
  "total_energy_ha": -348.1408,
  "charge": 0,
  "gap_ha": 0.379
}

=====

No. 2
{
  "formula": "C5H12O2",
  "method": "ωB97M-V/def2-TZVPD",
  "species": ["O", "O", "C", "C", "C", "C", "C", "H", "H", "H", "H", "H", "H", "H", "H", "H", "H", "H", "H"],
  "coordinates": [[-0.0068, 1.6635, 1.2384], [1.0586, 0.9145, -1.2731], [2.4283, 0.7037, -1.5642], [-0.9110, -0.5634, 0.7123], [-2.0845, -1.3368, 0.1768], [-1.1553, 0.9168, 0.9414], [0.2683, -1.1241, 0.9886], [2.5758, -0.1204, -2.2771], [-1.8389, 1.0271, 1.7939], [0.6964, 0.0871, -0.9126], [0.5169, 1.7007, 0.4170], [1.0716, -0.5280, 1.4138], [0.4439, -2.1872, 0.8438], [-2.4563, -0.8943, -0.7557], [2.8029, 1.6244, -2.0187], [-2.9181, -1.3210, 0.8897], [3.0189, 0.4952, -0.6599], [-1.6866, 1.3228, 0.0634], [-1.8239, -2.3807, -0.0178]],
  "forces_ev_per_angstrom": [[0.15, 0.09, -0.16], [-0.15, -0.21, 0.02], [0.37, 0.02, -0.13], [0.17, -0.09, 0.07], [-0.05, -0.03, -0.03], [-0.28, -0.15, -0.01], [-0.14, 0.04, 0.02], [-0.07, 0.17, 0.13], [0.06, -0.04, -0.12], [0.08, 0.16, -0.07], [-0.06, 0.03, 0.19], [-0.10, -0.08, -0.08], [-0.07, 0.14, -0.01], [0.06, -0.04, 0.13], [-0.02, -0.16, 0.07], [0.11, 0.02, -0.08], [-0.14, 0.04, -0.13], [0.10, -0.06, 0.11], [-0.02, 0.15, 0.05]],
  "de_lowest_kj_mol": 153.2,
  "smiles": "C=C(C)CO.CO",
  "total_energy_ha": -348.1464,
  "charge": 0,
  "gap_ha": 0.387
}

=====

No. 3
{
  "formula": "C5H12O2",
  "method": "ωB97M-V/def2-TZVPD",
  "species": ["O", "O", "C", "C", "C", "C", "C", "H", "H", "H", "H", "H", "H", "H", "H", "H", "H", "H", "H"],
  "coordinates": [[2.1643, 0.7012, 2.0876], [-0.1218, 0.2290, -1.8584], [1.6501, 0.3140, 0.8277], [2.7302, -0.1234, -0.1501], [-0.7702, -0.3753, -1.0364], [-3.1671, -0.4314, -0.3511], [-1.8075, 0.2377, -0.1329], [3.3672, -0.8860, 0.3088], [-0.6291, -1.4724, -0.9043], [-3.9173, -0.0196, 0.3293], [1.0442, 1.1182, 0.3816], [2.7901, 1.4196, 1.9343], [0.9743, -0.5242, 1.0388], [-3.1082, -1.5113, -0.1729], [3.3608, 0.7261, -0.4399], [-1.4820, 0.0874, 0.9062], [2.2839, -0.5264, -1.0651], [-3.5167, -0.2773, -1.3771], [-1.8453, 1.3141, -0.3261]],
  "forces_ev_per_angstrom": [[0.20, 0.24, 0.06], [-0.34, -0.30, 0.33], [-0.21, -0.16, -0.33], [0.06, 0.01, -0.01], [0.16, 0.20, -0.19], [-0.08, -0.05, -0.02], [0.04, 0.09, -0.02], [-0.09, 0.08, -0.07], [0.00, 0.09, -0.07], [0.11, -0.06, -0.09], [0.13, -0.12, 0.13], [-0.06, -0.09, 0.12], [0.11, 0.11, -0.02], [-0.02, 0.15, -0.02], [-0.07, -0.11, 0.06], [-0.03, 0.00, -0.16], [0.06, 0.08, 0.14], [0.03, -0.02, 0.15], [-0.01, -0.15, 0.02]],
  "de_lowest_kj_mol": 120.4,
  "smiles": "CCC=O.CCO",
  "total_energy_ha": -348.1590,
  "charge": 0,
  "gap_ha": 0.398
}

=====

No. 4
{
  "formula": "C5H12O2",
  "method": "ωB97M-V/def2-TZVPD",
  "species": ["O", "O", "C", "C", "C", "C", "C", "H", "H", "H", "H", "H", "H", "H", "H", "H", "H", "H", "H"],
  "coordinates": [[-2.1770, 0.4824, -1.1913], [-0.7525, 2.0339, -0.1264], [0.1408, 1.1851, 0.2310], [0.2119, -1.5217, 0.9088], [1.8835, -1.0510, 1.5624], [0.3963, -1.1920, -0.6539], [0.7387, 0.2652, -0.8075], [0.2970, 1.1640, 1.3014], [-0.4790, -2.3547, 0.9334], [1.1180, -2.2161, 1.4356], [-0.1665, -0.7276, 1.5408], [-0.5651, -1.3968, -1.1645], [0.8839, 0.7326, -1.8106], [1.4801, 0.8183, 0.0563], [1.2160, -1.9061, -0.8055], [-1.4775, 1.3815, -0.7734], [2.8355, -1.5359, 1.6008], [1.6439, -0.7568, 2.5559], [-3.0107, 0.6379, -1.6347]],
  "forces_ev_per_angstrom": [[1.88, 0.40, 0.92], [3.95, -0.36, 2.17], [-5.84, 1.98, -2.65], [0.68, 1.77, -1.57], [-1.53, -1.50, 0.91], [0.86, -0.58, 2.44], [0.54, 2.12, 2.42], [0.54, -0.26, 0.36], [0.16, -0.90, 0.60], [0.27, 0.81, -0.03], [-0.56, -0.43, 0.01], [0.52, 0.14, 0.07], [-0.42, -0.44, 1.04], [2.12, -1.82, -2.29], [-0.33, 0.30, -1.34], [-3.13, -2.00, -2.36], [0.63, -0.68, -1.30], [-0.40, 0.94, 0.56], [0.06, 0.51, 0.03]],
  "de_lowest_kj_mol": 725.9,
  "multiplicity": 2,
  "total_energy_ha": -347.5573,
  "charge": 1,
  "gap_ha": [0.289, 0.178]
}

=====

No. 5
{
  "formula": "C5H12O2S",
  "method": "ωB97M-V/def2-TZVPD",
  "species": ["S", "O", "O", "C", "C", "C", "C", "C", "H", "H", "H", "H", "H", "H", "H", "H", "H", "H", "H", "H"],
  "coordinates": [[-1.5212, 1.5793, 1.4688], [-0.3279, 1.5624, -0.9592], [-2.0970, -1.2239, 0.5349], [-0.8151, -1.3840, -1.5582], [-0.1622, 1.1107, 0.2935], [2.1823, 0.2303, 0.1171], [1.1503, 0.9566, 0.9923], [-0.9147, -1.5256, -0.0302], [1.3975, 2.0507, 1.3822], [1.7181, -0.8156, 0.0374], [-1.4932, -0.4548, -1.8820], [1.0992, 0.4487, 1.8763], [0.0979, -1.1615, -1.9547], [-1.1630, -2.3118, -1.9223], [3.0884, 0.3807, 0.5530], [2.1489, 0.6914, -0.7645], [-1.3866, 0.5595, 2.3119], [-0.3852, -2.1323, 0.5846], [0.2381, 2.3723, -1.0840], [-2.8546, -0.9330, 0.0031]],
  "forces_ev_per_angstrom": [[0.52, 0.30, -1.24], [1.13, 1.50, -0.35], [-1.27, -0.72, 1.05], [-3.56, 1.80, 2.34], [-1.58, -1.79, 2.78], [-3.98, -1.85, 2.49], [0.53, 3.47, -2.03], [-1.38, 3.81, -3.23], [0.36, -1.69, -1.01], [1.46, 1.24, 0.01], [1.20, -2.24, 0.66], [-0.87, -1.43, 2.33], [2.73, 0.40, -0.69], [-0.65, -0.94, -1.20], [2.83, -0.49, 1.09], [0.21, 1.45, -3.97], [0.15, -0.23, 0.00], [1.87, -1.78, 1.41], [-0.62, -0.82, -0.11], [0.93, 0.00, -0.35]],
  "de_lowest_kj_mol": 529.2,
  "total_energy_ha": -746.1889,
  "charge": 0,
  "gap_ha": [0.264, 0.280]
}

=====

No. 6
{
  "formula": "C5H12O2SSi",
  "method": "ωB97M-V/def2-TZVPD",
  "species": ["S", "Si", "O", "O", "C", "C", "C", "C", "C", "H", "H", "H", "H", "H", "H", "H", "H", "H", "H", "H", "H"],
  "coordinates": [[-0.8604, -1.8372, 1.2848], [-0.0039, 0.3960, -0.5160], [-1.8770, -1.7121, 2.2881], [-0.5405, -3.1433, 0.7177], [1.3000, -0.5378, 0.4490], [0.7000, -1.0155, 1.7583], [-0.6500, 2.0542, 0.3183], [1.0457, 0.9911, -1.9970], [-1.6573, -0.4933, -1.1722], [1.7840, 0.2212, -2.4226], [1.0814, -1.7959, 2.3024], [-0.6945, 2.6346, -0.6144], [-1.6446, 1.9119, 0.5762], [-2.7010, -0.2423, -1.0187], [-0.0562, 2.5882, 1.1055], [2.1387, 0.0247, 0.7927], [1.4905, 1.9913, -1.7453], [-1.4715, -1.5216, -1.5533], [1.6627, -1.4165, -0.1143], [0.3907, 1.1330, -2.8470], [0.5632, -0.2306, 2.4078]],
  "forces_ev_per_angstrom": [[-0.86, -0.01, -1.56], [-0.92, 1.84, -1.35], [-0.28, -0.02, 0.76], [0.21, 0.72, 0.49], [-0.46, -1.95, 0.85], [-1.34, -0.57, -2.32], [2.35, -0.71, -1.09], [0.40, -0.63, -0.42], [2.75, -1.00, 1.39], [-0.65, 1.23, 1.05], [1.88, -1.99, 1.07], [0.16, 0.38, 0.36], [-1.86, -0.19, 1.00], [0.16, 0.19, 0.19], [-0.53, -0.62, -0.82], [0.74, 0.91, -0.55], [0.00, -1.08, -0.31], [-0.39, 0.78, 0.01], [-0.05, 0.46, 0.03], [-0.35, 0.39, -0.24], [-0.97, 1.86, 1.46]],
  "de_lowest_kj_mol": 567.1,
  "total_energy_ha": -1035.7471,
  "charge": 0,
  "gap_ha": [0.303, 0.284]
}

=====

No. 7
{
  "formula": "C5H12O3",
  "method": "ωB97M-V/def2-TZVPD",
  "species": ["O", "O", "O", "C", "C", "C", "C", "C", "H", "H", "H", "H", "H", "H", "H", "H", "H", "H", "H", "H"],
  "coordinates": [[2.2167, 1.4018, 1.9938], [-1.0000, 3.1078, -3.1897], [0.2836, 2.1664, -0.9305], [-0.6554, -2.3195, 0.8118], [-0.0645, -3.0926, -0.0775], [-0.0695, 1.3958, -0.0754], [-0.1205, -0.0899, -0.3094], [-0.9626, -0.8417, 0.7323], [1.8639, 1.6756, 2.8502], [0.9018, -0.4485, -0.1356], [3.0709, 0.9966, 2.1705], [-0.4034, -0.2651, -1.3433], [-0.1991, 2.8494, -2.7077], [-2.0281, -0.7068, 0.5392], [-0.7645, -2.6682, 1.8423], [0.1966, -4.1305, 0.0630], [-0.7858, -0.4231, 1.7163], [-1.2035, 2.3463, -3.7530], [0.1864, -2.7391, -1.0807], [-0.4631, 1.7853, 0.8834]],
  "forces_ev_per_angstrom": [[-0.23, 0.00, 0.06], [0.06, -0.32, -0.37], [0.30, 0.06, 0.27], [0.47, 0.45, 1.30], [0.09, 0.07, -1.13], [-0.57, 0.11, -0.60], [0.24, -0.16, 1.09], [-0.06, -0.28, -0.98], [0.21, -0.08, -0.15], [0.07, 0.12, -0.39], [-0.03, 0.04, 0.09], [0.02, -0.11, -0.05], [-0.31, 0.04, 0.03], [-0.13, 0.04, 0.00], [-0.34, -0.44, -0.37], [-0.10, -0.05, 0.45], [0.13, 0.18, 0.21], [0.10, 0.33, 0.21], [-0.16, 0.12, 0.23], [0.24, -0.12, 0.11]],
  "de_lowest_kj_mol": 185.0,
  "smiles": "C=CCCC=O.O.O",
  "total_energy_ha": -423.3834,
  "charge": 0,
  "gap_ha": 0.378
}

=====

No. 8
{
  "formula": "C5H12O3",
  "method": "ωB97M-V/def2-TZVPD",
  "species": ["O", "O", "O", "C", "C", "C", "C", "C", "H", "H", "H", "H", "H", "H", "H", "H", "H", "H", "H", "H"],
  "coordinates": [[1.0359, 0.9597, 1.2589], [-1.4551, 0.3761, -1.5853], [0.8674, 1.0784, -0.9764], [-1.5208, -0.1474, -0.2139], [0.7079, 0.3385, 0.1139], [2.6287, -1.1209, 0.1091], [0.6545, -1.0743, 0.0738], [-2.2940, 0.7833, 0.6810], [0.4432, -1.5975, 0.9935], [-3.3026, 1.0196, 0.2947], [2.9737, -0.9191, 1.1205], [1.4267, 1.8161, 1.0276], [2.7880, -2.1617, -0.1667], [3.0851, -0.4569, -0.6234], [-1.7888, 1.7483, 0.8031], [-2.3079, 0.7464, -1.8648], [0.0277, 0.9286, -1.5401], [-2.4208, 0.3354, 1.6699], [-2.0079, -1.1235, -0.2926], [0.4591, -1.5291, -0.8826]],
  "forces_ev_per_angstrom": [[-0.11, -0.43, -0.46], [-0.24, -0.14, 0.23], [-0.40, -0.15, -0.01], [-0.19, 1.97, -0.28], [-3.00, 0.35, -0.24], [-1.94, -1.32, -0.10], [5.92, -0.26, 0.36], [-0.23, 0.16, -0.20], [-0.37, 0.06, -0.14], [0.00, -0.10, 0.08], [-0.10, -0.01, -0.05], [-0.32, -0.02, -0.03], [0.41, 0.03, 0.06], [-0.28, 0.04, 0.02], [0.06, -0.11, 0.04], [0.30, -0.02, 0.10], [0.34, 0.07, 0.30], [0.03, 0.05, -0.04], [0.47, -0.22, 0.26], [-0.35, 0.06, 0.11]],
  "de_lowest_kj_mol": 508.1,
  "total_energy_ha": -423.2603,
  "charge": 0,
  "gap_ha": 0.268
}

=====

No. 9
{
  "formula": "C5H12O3",
  "method": "ωB97M-V/def2-TZVPD",
  "species": ["O", "O", "O", "C", "C", "C", "C", "C", "H", "H", "H", "H", "H", "H", "H", "H", "H", "H", "H", "H"],
  "coordinates": [[-4.5140, 0.9529, -0.5067], [0.3257, 1.1722, 1.5735], [-1.6667, 1.7505, 0.7079], [-0.1455, 0.3512, -0.7031], [-0.6335, 1.0399, 0.5438], [2.4006, -0.0784, -0.2839], [1.0135, -0.6564, -0.6349], [0.8078, -1.9220, 0.2809], [0.1806, 1.0911, -1.5744], [2.8729, 0.3859, -1.1201], [-4.5749, 0.5934, 0.3273], [3.1113, -0.7768, 0.1782], [0.0941, 1.9477, 2.2257], [-0.2966, -1.7587, 0.6858], [1.4633, -2.1616, 1.0969], [2.4393, 0.8331, 0.3361], [-1.1929, -0.0512, -0.9658], [1.0401, -1.1198, -1.5552], [0.8769, -2.8431, -0.3993], [-3.6021, 1.2502, -0.2127]],
  "forces_ev_per_angstrom": [[2.67, 1.63, -1.34], [-0.99, 0.86, -0.02], [2.49, -3.15, -1.39], [-1.29, 0.18, -1.21], [-0.20, 5.36, 3.07], [0.29, 1.43, 0.19], [0.86, -0.48, 3.34], [-3.53, -0.25, -1.03], [-1.12, -0.93, 2.18], [0.52, -0.27, -1.31], [-1.96, -2.10, 3.14], [-0.46, -0.05, -0.35], [-0.06, -2.28, -2.02], [2.17, -1.18, -0.52], [0.40, 0.71, 0.43], [-0.81, -0.67, 0.51], [1.83, -0.17, -0.60], [0.29, -0.36, -2.37], [-0.56, 1.17, 1.05], [-0.55, 0.55, -1.75]],
  "de_lowest_kj_mol": 214.2,
  "smiles": "CC(C)CC(=O)O.O",
  "total_energy_ha": -423.3723,
  "charge": 0,
  "gap_ha": 0.414
}

=====

No. 10
{
  "formula": "C5H12O4",
  "method": "ωB97M-V/def2-TZVPD",
  "species": ["O", "O", "O", "O", "C", "C", "C", "C", "C", "H", "H", "H", "H", "H", "H", "H", "H", "H", "H", "H", "H"],
  "coordinates": [[2.7511, -3.6506, 0.9478], [1.1646, -1.3782, -0.5306], [3.1397, -2.7493, 0.2071], [0.7432, -0.3706, 0.4425], [-1.6113, 0.1440, 0.7241], [-1.9849, -1.3138, 0.7272], [1.1568, 2.0099, -1.1396], [-0.3919, 0.3806, -0.1175], [-0.0153, 1.8281, -0.2204], [-2.2786, -1.6499, -0.2743], [0.2526, 2.1445, 0.7646], [-0.8638, 2.4087, -0.5859], [1.4766, 3.0538, -1.1661], [-1.1543, -1.9529, 1.0474], [-2.4477, 0.7371, 0.3446], [-2.8359, -1.4968, 1.3895], [0.9068, 1.7315, -2.1680], [1.9813, -1.7609, -0.1136], [2.0151, 1.3988, -0.8461], [-0.6428, 0.0358, -1.1520], [-1.3614, 0.4502, 1.7191]],
  "forces_ev_per_angstrom": [[0.83, 1.74, -1.46], [-0.17, 0.37, 0.25], [0.14, -2.55, 1.82], [-0.47, 0.06, -0.64], [0.11, -0.50, -0.18], [-0.43, -0.77, 0.02], [0.66, 0.35, -0.66], [-0.06, -0.69, -1.25], [0.31, -0.27, -0.32], [0.05, 0.06, 0.09], [0.04, 0.57, 0.80], [-0.11, -0.03, 0.19], [0.05, -0.02, 0.01], [-0.13, 0.21, -0.01], [0.15, 0.15, 0.09], [0.08, -0.05, -0.03], [-0.04, -0.03, 0.06], [-1.42, 1.15, -0.38], [-0.17, 0.08, 0.07], [0.67, -0.23, 0.68], [-0.11, 0.40, 0.81]],
  "de_lowest_kj_mol": 767.1,
  "smiles": "CCC(CC)OO.O=O",
  "total_energy_ha": -498.4015,
  "charge": 0,
  "gap_ha": [0.262, 0.257]
}

=====

> Number 6 is which compound?

C5H12O2SSi